1.
21
Properties=species:S:1:pos:R:3 method="wB97M-V/def2-TZVPD" relative_energy_kcal_mol=0.00 molar_mass_g_mol=291.95 homo_lumo_gap_ev=5.612 e_lumo_ev=-2.285
Cl 1.93862 2.14351 -1.08055
N -1.37067 0.82429 1.41304
Cl 2.90511 0.17953 -3.34620
O -0.63935 -1.71640 0.70681
H -2.64035 0.94940 2.98577
C 1.03670 -2.29724 -0.86704
H -2.59453 2.41416 1.98583
Cl 0.65283 -3.95100 -0.78758
C 1.61944 0.46625 -1.00952
O 1.11039 0.50043 1.33722
C 2.09140 -0.41309 -1.97422
C -2.59731 1.31460 1.95595
H -0.20453 1.96717 0.25569
H -1.17347 -0.17101 1.53847
C 1.00478 -0.03936 0.23777
C 0.36986 -1.42114 0.05222
H -1.75617 1.69482 -0.31657
H -3.50065 0.99613 1.40908
N -0.96693 1.27783 0.17787
Cl 2.78182 -2.89254 -2.85231
C 1.93303 -1.82635 -1.82173



2.
57
Properties=species:S:1:pos:R:3 method="wB97M-V/def2-TZVPD" molar_mass_g_mol=483.75 total_charge=+1 multiplicity=5 homo_lumo_gap_ev="7.903 / 3.451" e_lumo_ev="-2.905 / -7.332" s_squared=6.09
H -3.09368 -2.05149 2.47678
H -2.05952 -3.10726 -3.95247
H -2.52688 1.86483 3.30459
H 2.85941 -0.81305 0.64779
Cl 0.97407 3.32347 -1.33747
H 5.47518 1.07709 1.68010
H 0.62049 2.68947 2.96877
C -2.70960 -1.03594 2.57283
C -1.47895 2.05092 3.53976
O 0.16675 -0.89840 -2.40867
N 4.25156 0.56788 -0.05842
H 0.41838 -4.96255 -1.98984
C 0.62811 1.82998 2.29846
H 1.27889 0.98342 2.51735
C -0.66288 -1.96889 1.52270
H -0.55722 -3.11492 -5.04276
H -0.81689 -5.17789 -3.22651
Cl -1.42218 1.47713 -3.43765
C -1.04963 -2.74439 -4.14368
H 3.76458 1.82764 -1.51561
Cl 2.24870 1.21204 -3.96058
C 5.24091 0.21641 1.05363
H -2.45802 3.46006 1.58445
C -3.89313 0.87024 -0.16925
O 2.11646 0.42993 -0.82106
H 0.12074 -1.58438 2.17553
H -3.95213 -0.19155 0.06997
P -1.36154 0.80874 1.00276
C 0.34559 -2.14378 -2.27282
H 5.13156 2.44538 -0.47736
H -2.30308 -0.82738 3.56244
H -3.47311 1.02475 -1.16314
H -3.53467 -0.32434 2.54158
H 5.43522 1.24396 -1.72619
H 4.70583 -0.48414 1.69474
H 0.86922 -4.86353 -3.64233
H -1.46294 3.13962 3.59045
H -4.01208 3.21689 0.82416
C 0.06575 -4.59883 -2.95496
C 4.69834 1.59488 -1.00373
H -1.13226 -2.87175 1.91337
Cr 0.62169 1.08762 -2.06326
H -2.56392 3.47017 -0.11411
H -0.29480 -1.92927 0.49749
H 0.87373 2.23457 1.31659
N -1.64627 -0.80002 1.59591
N -0.18630 -3.13613 -3.08697
H -1.25052 -1.70368 -3.88938
O -0.48703 0.63984 -0.22169
H -4.88017 1.32560 -0.08862
C -2.95700 2.95088 0.75992
N -2.89235 1.54100 0.70356
H 6.23048 -0.12585 0.75080
H -1.21388 1.86472 4.58051
H 0.91045 -2.58525 -1.43721
C 2.98882 0.09260 0.03521
N -0.70833 1.48314 2.42357



3.
99
Properties=species:S:1:pos:R:3 method="wB97M-V/def2-TZVPD" relative_energy_kcal_mol=70.29 molar_mass_g_mol=506.76 homo_lumo_gap_ev=9.891 e_lumo_ev=0.365
C 7.84233 14.74109 27.02219
H 10.51000 13.08041 24.49643
H 9.29473 10.89952 22.33730
H 2.50595 11.73164 22.64846
H 10.39024 7.58125 21.40413
O 7.90514 5.54423 24.73842
H 6.42726 13.15561 27.08741
H 8.18372 12.50777 24.44106
H 11.15980 7.69520 24.45153
H 7.01863 15.46092 26.93585
H 6.55414 13.62401 21.43794
O 9.28387 11.93233 17.11275
H 9.93327 15.50910 23.33519
H 8.53558 15.31884 27.63676
H 5.45246 7.85764 25.20875
H 7.74913 13.12553 17.83059
H 7.46123 8.35562 29.51728
C 6.45979 7.45329 25.29275
C 5.40282 15.39155 21.87824
H 7.19558 8.08763 24.79328
H 6.85720 11.93368 22.88900
H 8.61783 9.42477 23.18788
C 10.57984 14.63148 23.38498
O 3.39459 6.83819 20.53760
H 10.37722 6.01736 22.17548
H 9.23122 8.72240 29.40048
H 2.59574 6.37730 20.80737
C 9.75764 6.71940 21.60292
H 4.02077 12.06685 25.28299
H 5.28084 8.92868 20.51538
H 8.19749 14.62026 25.99728
H 3.04941 10.43819 23.74617
H 1.13761 12.45237 24.26299
H 6.89956 10.97833 18.16535
C 6.61054 14.70140 21.26618
H 7.54129 15.12509 21.63866
H 7.51749 11.35831 19.83768
H 11.38104 13.25451 21.92353
H 7.98271 12.62575 27.70739
H 5.89056 7.34968 21.10307
H 3.52704 13.44737 24.31053
H 5.72128 8.66616 22.14027
C 11.01486 7.59271 25.53526
H 11.58198 8.39281 26.01687
H 8.38861 5.43662 20.48572
C 5.20470 8.17854 21.30307
H 8.34363 10.29857 18.73132
O 9.61199 7.64478 25.79144
H 8.44942 7.71372 28.18676
O 9.11055 7.03367 19.32005
H 9.63488 12.65634 16.58810
O 1.50615 11.58589 24.45844
H 11.38090 6.12802 27.06922
H 4.74711 12.31863 23.75746
C 6.59587 6.05637 24.70068
H 9.15924 12.83075 18.95851
H 5.92349 5.37896 25.23288
H 9.67761 13.62543 21.67740
H 4.13870 14.66159 20.59968
H 7.88460 10.71593 28.61627
C 7.95767 9.78722 28.03679
O 6.79136 13.82197 28.95148
H 10.07420 5.32488 20.00390
H 6.92524 9.66207 27.67881
C 3.77862 12.38814 24.26493
H 9.38335 8.57982 25.96462
H 8.94400 6.96901 22.28512
C 7.30412 13.47608 27.65169
H 3.13454 8.50413 21.71720
H 6.54675 10.46804 23.73756
C 11.56359 6.25980 25.99897
H 11.05018 14.79200 21.28102
H 3.83041 7.12178 22.57131
H 6.72551 7.40673 26.35166
C 2.70943 11.47068 23.69195
H 11.58266 14.82336 23.76004
C 8.41245 10.35722 22.66509
H 7.87195 10.06539 21.75146
C 8.30071 8.56127 28.85613
H 8.59672 6.16921 24.99959
C 3.83041 7.65893 21.61695
H 12.64345 6.25614 25.83311
H 5.42299 15.45465 22.96653
H 8.44331 6.70820 18.70797
H 6.31469 6.07197 23.64062
O 4.18165 14.72355 21.56017
C 7.36118 11.13659 23.44122
H 11.12679 5.37152 25.54132
H 5.36899 16.42859 21.51769
H 6.55901 14.80433 20.17756
C 7.76364 11.22486 18.78603
C 9.29630 6.02539 20.33281
O 9.84548 13.74028 24.26076
C 10.63040 14.05606 21.97116
H 8.46693 10.68418 26.41157
C 8.49807 12.41892 18.19111
H 7.52648 13.78246 29.57045
O 7.93193 11.60511 24.68912
O 8.90118 10.03647 26.99027



4.
9
Properties=species:S:1:pos:R:3 method="wB97M-V/def2-TZVPD" relative_energy_kcal_mol=58.71 molar_mass_g_mol=103.13 total_charge=-1 homo_lumo_gap_ev=7.368 e_lumo_ev=4.155
H -0.12456 -1.46529 1.18165
S -2.38179 1.04270 -1.67706
N -1.02348 0.49763 -0.55643
H 1.82693 0.60923 0.65319
C 1.03854 0.00320 0.06614
N 0.02333 -0.50410 1.08269
N 0.19000 0.65887 -1.01693
H 1.69693 -0.82506 -0.33743
N -1.24590 -0.01718 0.60417



5.
54
Properties=species:S:1:pos:R:3 method="wB97M-V/def2-TZVPD" relative_energy_kcal_mol=20.27 molar_mass_g_mol=304.33 homo_lumo_gap_ev=9.488 e_lumo_ev=0.148
H -0.25207 3.13803 -1.17823
C -1.17348 -0.39920 0.87507
O -2.68870 3.18714 1.36475
H -1.69923 2.87575 -0.64787
C 2.34923 2.73939 1.01882
O -1.19027 3.37552 -1.29667
O 2.68066 1.62811 -2.62431
H -0.95478 -0.05681 1.88286
H 1.92180 1.17577 -2.22529
H -2.23600 2.72753 2.08154
H 3.04566 -0.01009 3.10635
H -2.24832 -0.21323 0.66090
N -1.13232 -1.88474 0.75932
O -0.40346 -2.53221 -2.68131
H -0.52648 -2.12473 -0.02022
H 2.47182 -1.36960 -3.43639
H 1.65936 0.96691 -0.68826
O 1.15946 -2.28607 2.30678
H -1.00971 1.32423 -0.26219
H 1.44894 0.09796 0.86393
H 1.69609 -3.02550 2.60324
H 2.40871 2.09030 -3.41804
N 0.99474 2.16982 0.82551
C 1.03215 0.81183 0.16117
H 0.45165 1.20327 3.80044
H -2.08351 3.91267 1.16420
H -2.44087 2.03658 -2.05757
H -0.82281 -1.68915 -2.50933
O 2.25600 -0.03416 3.66547
H 1.40779 -2.20569 1.37028
H 0.66498 2.00083 1.77999
H 2.21035 3.82260 0.88035
O 2.18834 -3.08499 -0.19286
H -0.69120 -2.30549 1.56637
H 1.72233 -2.49187 -3.20232
H 2.76186 2.48523 2.00443
H -3.87197 1.81785 -2.52459
H -1.00136 -3.24051 -2.30128
H -0.36355 0.04959 -1.16008
H -2.38476 -3.02510 -1.26940
H 2.95967 2.60868 0.11677
C -0.42477 0.39984 -0.10797
H -3.22305 -0.69399 -1.66577
H -1.10775 1.14831 4.07804
H 1.69731 -0.81840 3.48296
O 2.65668 -2.24701 -3.06258
H 2.88683 -2.84664 -0.82509
H -1.53609 -4.03606 -0.32467
O -2.03688 -3.93836 -1.13717
H -3.85631 -1.49011 -0.62100
H 1.39117 -3.24248 -0.69741
O -3.38407 -1.62757 -1.44450
O -0.38994 1.69409 3.75198
O -2.98988 1.43195 -2.58920